No. 1
DFT (wB97M-V/def2-TZVPD) results for C2H2FN3O in the gas phase in a non-equilibrium geometry.

XYZ file:
```
9
Properties=species:S:1:pos:R:3:nbo_charge:R:1
H -0.025 1.992 -1.559 0.36
N -0.779 1.530 -1.045 -0.74
C -0.304 0.586 -0.364 0.65
N -0.942 -0.240 0.543 -0.45
N -0.135 -1.214 1.043 -0.31
C 0.969 -1.000 0.410 0.79
F 2.071 -1.690 0.449 -0.26
O 0.966 0.055 -0.466 -0.46
H -1.822 -0.019 0.992 0.42
```

The value obtained for the energy is -11340.45157 eV. The energy above the lowest of the compared OMol25 structures with the same formula, charge and spin is 0.086 eV. The largest force on an atom comes out at 2.5 eV Å⁻¹. The charge is 0. Its gap between HOMO and LUMO is 9.757 eV. Its structure (SMILES) is [H]/N=c1/[nH]nc(F)o1.

No. 2
DFT (wB97M-V/def2-TZVPD) results for C10H10N2O3S in the gas phase.

XYZ file:
```
26
Properties=species:S:1:pos:R:3:nbo_charge:R:1
C -4.914 -0.331 1.033 -0.63
C -4.312 -0.469 -0.358 -0.07
O -2.894 -0.611 -0.298 -0.51
C -2.170 0.514 -0.209 0.77
O -2.644 1.626 -0.204 -0.60
C -0.747 0.193 -0.131 -0.34
S -0.297 -1.495 -0.129 0.49
C 1.364 -1.062 -0.023 0.05
N 2.360 -1.976 0.023 -0.49
C 3.552 -1.502 0.101 0.30
N 3.851 -0.183 0.139 -0.59
C 2.893 0.848 0.098 0.66
O 3.249 2.003 0.137 -0.60
C 1.548 0.321 0.008 -0.27
C 0.328 1.046 -0.054 0.09
C 0.265 2.529 -0.038 -0.65
H -4.557 0.583 1.503 0.22
H -5.997 -0.288 0.959 0.22
H -4.632 -1.180 1.651 0.21
H -4.554 0.410 -0.965 0.20
H -4.666 -1.376 -0.853 0.19
H 4.376 -2.200 0.140 0.20
H 4.814 0.125 0.201 0.43
H 0.764 2.906 0.854 0.24
H -0.764 2.871 -0.062 0.25
H 0.808 2.926 -0.895 0.24
```

The value obtained for the energy is -30491.44979 eV. The energy above the lowest of the compared OMol25 structures with the same formula, charge and spin is 0.000 eV. The largest force on an atom comes out at 0.8 eV Å⁻¹. The charge is 0. Its gap between HOMO and LUMO is 8.659 eV. Its structure (SMILES) is CCOC(=O)c1sc2nc[nH]c(=O)c2c1C.

No. 3
DFT (wB97M-V/def2-TZVPD) results for a molecular structure, C6H19NOSi2 in a non-equilibrium geometry.

XYZ file:
```
29
Properties=species:S:1:pos:R:3:nbo_charge:R:1
C -1.794 2.510 2.610 -0.64
C -1.805 1.155 1.637 -0.22
N -1.279 1.595 0.289 -1.08
Si 0.291 0.830 -0.140 1.81
O 1.336 0.459 1.229 -1.22
Si 3.000 0.578 0.573 1.16
C -0.123 -0.700 -1.260 -0.73
C 0.218 -0.266 -2.804 -0.63
C 0.564 -2.103 -0.764 -0.41
C -0.599 -3.272 -0.483 -0.63
H -0.670 2.830 2.687 0.22
H -2.299 2.244 3.635 0.22
H -2.365 3.350 2.000 0.20
H -2.909 0.711 1.563 0.19
H -1.110 0.353 2.131 0.20
H -1.283 2.631 0.164 0.39
H 1.030 1.835 -0.948 -0.24
H 3.417 1.966 0.344 -0.18
H 3.022 -0.210 -0.686 -0.19
H 3.984 -0.102 1.453 -0.18
H -1.300 -0.865 -1.204 0.25
H -0.820 -0.171 -3.386 0.22
H 0.948 -0.981 -3.374 0.22
H 0.694 0.821 -2.848 0.21
H 1.314 -2.526 -1.591 0.21
H 1.118 -1.982 0.281 0.21
H -0.037 -4.199 0.018 0.21
H -1.378 -2.907 0.343 0.21
H -1.167 -3.582 -1.471 0.21
```

The value obtained for the energy is -25822.24921 eV. The energy above the lowest of the compared OMol25 structures with the same formula, charge and spin is 2.701 eV. The largest force on an atom comes out at 3.2 eV Å⁻¹. The charge is 0. Its gap between HOMO and LUMO is 10.036 eV.

No. 4
DFT (wB97M-V/def2-TZVPD) results for a molecular structure, C2H11N5 in a non-equilibrium geometry.

XYZ file:
```
18
Properties=species:S:1:pos:R:3:nbo_charge:R:1
C 0.226 -0.286 -0.252 0.60
C -2.171 0.622 1.032 -0.43
N 0.911 0.894 -0.035 -0.43
N -1.243 1.016 0.000 -0.71
N 0.313 -1.173 0.799 -0.84
N 0.205 -0.874 -1.511 -0.85
N 2.596 0.415 -0.641 -0.84
H 0.807 1.530 -0.813 0.38
H -1.642 0.798 -0.912 0.33
H -0.184 -2.045 0.704 0.38
H 0.814 -0.364 -2.149 0.40
H 0.239 -0.745 1.710 0.40
H 0.417 -1.862 -1.553 0.38
H 3.131 1.007 -0.005 0.34
H 2.867 -0.524 -0.338 0.34
H -2.397 -0.459 1.042 0.15
H -3.124 1.154 0.913 0.20
H -1.764 0.897 2.007 0.18
```

The value obtained for the energy is -9699.11685 eV. The energy above the lowest of the compared OMol25 structures with the same formula, charge and spin is 4.298 eV. The largest force on an atom comes out at 5.0 eV Å⁻¹. The charge is 0. Its gap between HOMO and LUMO (alpha / beta) is 8.847 / 8.848 eV.